# 1
This record from the OMol25 dataset describes a 2-piece molecular cluster, C3H9NO2PS overall at a distorted geometry. The level of theory is ωB97M-V/def2-TZVPD.

Kohn-Sham gap: 5.6507 eV
Net charge: +1
Relative energy (zero: lowest compared OMol25 entry of this formula, charge and spin): 73.6 kcal/mol

Last column: natural (NBO) charge in e.
Positions of all 17 atoms, in Å:
S (-3.3687, -1.1872, 0.5166)  -0.18
P (-2.9521, 0.3512, -0.8327)  1.34
O (-3.2944, 1.5712, 0.0793)  -0.97
O (-0.1552, -0.4111, -0.1097)  -0.48
N (0.8771, -1.2957, -0.6131)  -0.32
C (1.9683, 0.5359, 0.4030)  -0.48
C (2.0898, -0.4786, -0.6917)  -0.24
C (0.4744, 0.7838, 0.5192)  -0.08
H (-4.0407, 1.6016, 0.6544)  0.55
H (0.0117, 0.9098, 1.4586)  0.20
H (2.4468, 1.3886, 0.0909)  0.24
H (-2.5789, -2.0841, -0.1821)  0.22
H (0.7918, -2.0594, 0.0807)  0.36
H (2.4800, 0.0217, 1.1949)  0.23
H (2.2794, 0.0958, -1.7059)  0.20
H (-0.0278, 1.4975, -0.1306)  0.18
H (2.9985, -1.2411, -0.7318)  0.24

# 2
This record from the OMol25 dataset describes a 2-piece molecular cluster, C3H9NO2S overall at a distorted geometry. The level of theory is ωB97M-V/def2-TZVPD.

Kohn-Sham gap: 5.8631 eV
Net charge: -2
Relative energy (zero: lowest compared OMol25 entry of this formula, charge and spin): 13.6 kcal/mol

Last column: natural (NBO) charge in e.
Positions of all 16 atoms, in Å:
S (-2.6976, 1.1439, -2.2860)  -0.77
O (3.4988, -0.3683, 2.8705)  -1.06
O (1.5596, -1.6320, 1.8614)  -0.91
N (-0.0363, -0.1789, 0.6175)  -0.70
C (-1.2558, 1.1023, -1.1621)  -0.52
C (1.3026, -0.9916, 0.7248)  0.15
C (-0.6745, -0.2410, -0.6631)  -0.23
H (-1.5639, 1.5499, -0.2072)  0.16
H (3.0182, 0.4260, 2.6522)  0.44
H (2.7502, -1.0387, 2.5530)  0.50
H (0.1744, 0.7232, 1.0022)  0.33
H (1.2067, -1.6348, -0.1695)  0.08
H (-0.4378, 1.6617, -1.6280)  0.16
H (0.0234, -0.5580, -1.4529)  0.14
H (-1.4911, -0.9838, -0.7226)  0.17
H (2.0593, -0.2323, 0.4328)  0.06